[1]
C25H58N2O2PrSi3 | ωB97M-V with the def2-TZVPD basis set

CARTESIAN COORDINATES (ANGSTROEM)
1 C -2.7351 -1.8618 -0.0885
2 H -0.4646 -4.6125 -3.5873
3 C 3.3204 0.1245 0.5215
4 H -2.8914 -1.2812 -3.2840
5 C 2.9295 0.7666 -2.5794
6 H 1.5709 -4.6849 2.6178
7 O -0.8260 -1.2765 -2.8452
8 H -2.0117 0.2484 -3.5147
9 C -0.6063 3.0288 1.5592
10 H 1.2784 0.5270 -8.2922
11 C 1.1830 -3.6775 2.4966
12 C 0.5968 2.1274 -5.3600
13 C -4.3678 0.1182 1.6306
14 H -1.8631 -2.2244 -5.3557
15 Si -3.7761 -0.3066 -0.0816
16 H -0.6837 3.9335 2.1846
17 C -1.7821 -1.1490 -5.1469
18 C -1.9675 -0.8336 -3.6807
19 H 2.7574 -0.1318 -6.1838
20 H 2.9107 -0.8912 0.4224
21 H -5.0605 -0.6648 1.9582
22 H 0.5975 2.1737 -4.2522
23 H 2.8507 1.6625 -5.9452
24 H -3.3699 2.0806 -0.1588
25 H -4.9071 1.0739 1.6202
26 H -2.9796 -2.5835 -0.8905
27 H -4.9006 -0.4791 -2.2997
28 C 2.1300 1.0844 -7.8767
29 C -0.1356 -2.5176 -3.2799
30 H -1.4803 1.6039 -5.7176
31 N 0.3831 -1.9970 1.0292
32 C 1.0406 -2.8043 3.5955
33 Pr -0.7784 -0.6167 -0.6084
34 H 5.4880 -0.1712 -2.8252
35 C -2.8995 1.2817 -0.7489
36 H 2.0276 1.3772 -2.4476
37 H -2.6629 -2.4276 0.8595
38 H 5.2736 -1.3420 -1.5179
39 H 1.3219 -3.1299 4.6017
40 C 0.8503 -3.2485 1.2183
41 H -2.5684 -0.6452 -5.7157
42 H 3.0530 0.8236 -8.3997
43 H -0.6727 2.4563 -7.0452
44 H -1.3760 -3.9735 -2.2241
45 Si 4.0662 0.7904 -1.0759
46 H -3.1915 1.4280 -1.7998
47 H 2.6018 -0.2285 -2.9132
48 H 0.7027 -2.6186 -2.5788
49 H 0.0622 -4.3147 -0.4912
50 H -5.5848 -1.6187 -1.1209
51 H 1.4871 -5.0405 0.2820
52 C 0.2569 -1.1002 2.0728
53 H 2.2067 2.1654 2.7881
54 H 3.8660 3.1517 -1.8384
55 H 1.3266 2.6979 4.2273
56 Si -0.2246 1.5765 2.6673
57 H -1.4314 1.9802 4.7760
58 H -1.8944 -3.6330 -3.9082
59 H -1.1649 3.3638 -5.6021
60 H -0.8065 -0.7590 -5.4721
61 C 5.4613 -0.2816 -1.7288
62 C -5.2086 -0.5955 -1.2519
63 H -1.5534 2.9244 1.0186
64 H -3.5587 0.1823 2.3654
65 H 5.4904 2.8442 -1.2285
66 C -1.5905 1.3215 3.9108
67 H 1.3042 2.8738 -5.7729
68 H 4.0839 0.0649 1.3207
69 H -1.6042 0.2882 4.2794
70 H 0.2631 -2.3104 -4.2804
71 H 0.4301 -0.8072 4.2143
72 H 6.4394 -0.0036 -1.3303
73 H 1.9700 2.1631 -8.0224
74 H -2.5785 1.5433 3.4952
75 H -1.8078 1.5061 -0.6802
76 C 0.5540 -1.5146 3.3945
77 N -0.1212 0.1355 1.6707
78 C 4.4282 2.6418 -1.0391
79 H -6.0309 0.1043 -1.0504
80 H 1.6747 -3.5945 -0.7386
81 C 1.0216 -4.0930 -0.0086
82 H 1.7942 1.0013 4.0502
83 H 4.1455 3.1225 -0.0960
84 H 2.4978 0.7449 0.9025
85 C 1.4247 1.8773 3.5021
86 H 3.5138 1.1969 -3.3704
87 C 2.2657 0.8246 -6.3843
88 C -0.7723 2.4034 -5.9550
89 C -1.0312 -3.7403 -3.2422
90 H 0.1892 3.2095 0.8245
91 O 0.9638 0.7826 -5.7548

Values from the calculation:
⟨S²⟩ ... 2.0040
2S+1 ... 3
Relative energy (zero: lowest compared OMol25 entry of this formula, charge and spin) ... 0.0000 eV
Charge ... +1
Kohn-Sham gap (alpha / beta) ... 7.7 / 7.8 eV
Max |F| ... 1.94 eV/A

Atom charges from the Löwdin analysis, given in e for atoms 1 to 8: number 1, C, carries -0.355; number 2, H, carries 0.102; number 3, C, carries -0.169; number 4, H, carries 0.121; number 5, C, carries -0.204; number 6, H, carries 0.109; number 7, O, carries -0.384; number 8, H, carries 0.118

=====

[2]
C25H59N2O22P5 | ωB97M-V with the def2-TZVPD basis set

CARTESIAN COORDINATES (ANGSTROEM)
1 H -3.5186 0.4663 4.9276
2 H 4.8631 -9.2573 -2.8483
3 O -0.2079 -3.2069 -4.7492
4 H -3.4404 -0.8764 -1.9468
5 H 7.2689 3.5465 -9.4218
6 P -7.2253 2.8301 9.8411
7 C 0.3595 -3.3844 -3.7038
8 O -6.0450 2.4290 10.8999
9 C -5.6353 2.3925 7.7955
10 H 4.8279 7.7174 -5.8966
11 H 3.3592 2.4381 2.5583
12 O -5.0807 1.0043 3.6586
13 C -4.9711 3.3409 11.1852
14 H -5.0023 -0.4987 5.0931
15 O 5.9338 2.5109 -0.5619
16 C 2.2549 -0.6805 -2.1697
17 H 1.8483 -10.7526 -5.3816
18 H 4.8734 -8.1673 -1.4528
19 H 0.2987 -1.4282 -2.0742
20 H -10.0054 5.0239 9.9194
21 C -3.2998 1.9485 1.8193
22 H 7.3210 3.9205 0.1725
23 H 7.5137 5.1845 -10.0529
24 H 0.6181 -4.6192 -1.9725
25 H -4.0648 2.9685 10.7091
26 C -6.8142 4.2044 3.9990
27 O 4.9959 4.6793 -0.5517
28 O 1.4078 -10.7523 -3.3360
29 C -3.0625 -2.4256 0.2545
30 H -2.7168 2.6056 1.1761
31 C -4.3543 0.0207 4.3877
32 C -4.0805 -1.7431 -1.8161
33 C 1.2946 -1.8557 -2.1705
34 H 4.1744 4.0144 -2.3658
35 H 1.4931 -2.4980 -1.3072
36 O 2.7857 -10.1880 -1.6428
37 H 5.3815 5.3055 -2.4688
38 C -1.8785 -2.9913 -1.7887
39 H 3.4308 -9.7779 0.2619
40 H 3.1137 7.3601 -6.2051
41 H -3.9596 -0.7075 3.6782
42 H -4.9058 -1.4812 -1.1531
43 H -4.2824 1.7936 1.3792
44 H 3.7563 5.6701 -1.8617
45 O 4.0382 4.0626 1.4298
46 H -7.8861 4.2233 4.1728
47 O -7.8710 1.5298 9.5775
48 H 4.2142 7.5990 -7.5689
49 H 2.1681 -0.1764 -1.2088
50 O -6.2178 3.3466 8.7011
51 C -4.6582 -2.1982 -3.0733
52 H 5.8798 4.6189 -9.6575
53 H 5.1428 2.2812 -5.9502
54 O 1.4264 -2.5984 -3.3850
55 C -0.0878 -4.5158 -2.7941
56 C 5.8583 2.6786 -6.6690
57 O 4.3786 5.7815 -6.5447
58 C -9.3249 4.3118 10.3780
59 H -5.8085 1.3657 8.1206
60 H -5.1712 4.3461 10.8217
61 C -1.5431 -4.3832 -2.3029
62 C -3.2816 -2.8796 -1.1242
63 H 1.9711 -8.8905 -0.2159
64 C 0.9909 -10.8351 -4.7133
65 C 7.2469 3.1001 -0.5370
66 H -1.6355 -5.1211 -1.5030
67 P -4.7613 2.5564 3.9964
68 H -9.8840 3.4313 10.6999
69 H -6.6159 4.5601 2.9874
70 O 3.5127 2.5317 -0.4368
71 H 6.0573 1.9186 -7.4255
72 O 7.1430 5.0593 -8.0266
73 O -3.3673 2.5142 3.1327
74 H -6.0561 2.5409 6.8090
75 H 7.4772 3.4738 -1.5340
76 N -2.8377 -1.9515 1.2672
77 H 6.7908 2.9240 -6.1616
78 H -4.5655 2.5717 7.7469
79 O 3.1457 -8.0637 -2.5740
80 H 3.2768 -0.9716 -2.3850
81 P 5.8856 5.2842 -6.9869
82 H -8.8529 4.7848 11.2403
83 C 4.5454 4.9191 -1.8856
84 O 5.2833 3.8155 -7.3098
85 H 4.9588 3.0753 3.0294
86 H -1.8172 -2.2968 -2.6254
87 H 3.4947 3.9934 3.4076
88 H -0.0831 -5.4111 -3.4115
89 N -5.0326 -2.6286 -4.0673
90 C 6.9261 4.5791 -9.3651
91 O 0.8572 -8.6038 -2.4363
92 O -8.3392 3.9500 9.3922
93 H 5.0670 -7.5120 -3.0883
94 O -4.2252 2.8309 5.3483
95 C 4.5665 -8.2736 -2.4931
96 H -4.8172 3.3729 12.2627
97 H -2.7960 0.9852 1.9031
98 C 4.1289 7.2014 -6.5573
99 H 1.8812 -10.6325 0.1456
100 H 1.8679 0.0266 -2.9015
101 H 7.9691 2.3300 -0.2718
102 H -3.8339 -3.8153 -1.1184
103 H 0.5279 -11.8069 -4.8593
104 C 2.4930 -9.8442 -0.2913
105 P 2.1003 -9.3240 -2.8372
106 O 6.6298 5.3574 -5.7058
107 H 0.2672 -10.0502 -4.9408
108 H -1.1164 -2.7239 -1.0614
109 H -6.3175 4.8520 4.7238
110 O -6.3708 2.8402 4.1545
111 P 4.6603 3.2587 0.1426
112 H -2.2383 -4.7000 -3.0789
113 C 3.9617 3.3404 2.6762

Values from the calculation:
SMILES string ... CCOC(=O)CCC[C@@H](C#N)CC#N.COP(=O)(OC)OC.COP(=O)(OC)OC.COP(=O)(OC)OC.COP(=O)(OC)OC.COP(=O)(OC)OC
Relative energy (zero: lowest compared OMol25 entry of this formula, charge and spin) ... 0.0000 eV
Kohn-Sham gap ... 8.2 eV
Max |F| ... 7.77 eV/A

Atom charges from the Löwdin analysis, given in e for atoms 1 to 8: number 1, H, carries 0.085; number 2, H, carries 0.083; number 3, O, carries 0.134; number 4, H, carries 0.130; number 5, H, carries 0.090; number 6, P, carries 0.477; number 7, C, carries -0.487; number 8, O, carries -0.221

=====

[3]
C25H60CuKN3O18 | ωB97M-V with the def2-TZVPD basis set

CARTESIAN COORDINATES (ANGSTROEM)
1 O -4.0497 -3.6191 5.6068
2 H 7.0338 2.4110 -2.5060
3 O 1.8573 -4.5764 -1.1926
4 H -0.1846 -4.8019 -0.7757
5 C -0.0992 0.9247 1.0008
6 O -5.2942 -0.5737 -2.7802
7 H -2.4373 1.5918 -0.5796
8 O -0.0090 -0.4613 -2.8702
9 H -1.0357 6.1167 -1.0258
10 O -0.8609 0.9669 -5.4778
11 H 8.4103 5.7891 -2.2504
12 C 8.0419 4.8626 -2.6872
13 Cu -0.8607 -0.2849 3.4374
14 H -5.7926 -0.2990 -3.5546
15 H 3.2603 -1.4377 -0.4826
16 H 0.8408 2.6666 0.2919
17 H -3.6336 0.5645 5.0666
18 H -2.7454 0.2732 -5.5690
19 O -4.4675 1.6924 -0.8109
20 O -0.4488 4.5730 -2.1971
21 C -0.8977 -0.3707 0.5929
22 H -2.9199 3.0317 -1.2248
23 H -3.2575 -0.0048 -3.3706
24 H 3.7864 -1.6890 1.1103
25 C -3.7716 0.2483 4.0287
26 O -3.6043 -2.3665 0.6379
27 H 3.8572 -0.8618 -5.3793
28 H 6.2014 0.4383 -2.0176
29 H 8.9009 4.1783 -2.6539
30 H -1.3882 -1.6207 -1.0418
31 C -2.2412 1.2436 -5.6416
32 C -4.5829 -4.2015 6.7817
33 N 1.7129 -1.4781 4.1858
34 C -0.6623 5.1084 -0.8935
35 C 5.2066 0.4866 -1.5730
36 H -2.8006 2.5296 4.4250
37 C 3.1479 -0.4693 -4.6389
38 C -3.4492 -3.5814 -0.1084
39 O -1.3711 -1.0585 1.5328
40 H 3.1748 -1.1781 -3.8000
41 C -0.8576 -0.7160 -0.7781
42 O 0.5419 -1.9200 3.9635
43 K 2.8206 1.9943 2.3395
44 H -2.4501 -1.6702 5.2045
45 H 3.5437 1.6349 -1.8370
46 H 1.2762 -0.7359 -4.5046
47 C 0.4795 1.6901 -0.0168
48 H -2.4280 -3.9679 -0.0726
49 H -3.8600 -1.4400 -4.0122
50 C 0.5226 -4.0342 -1.1028
51 H -2.0363 -3.8772 6.0778
52 H 7.8025 5.0033 -3.7469
53 H -1.0951 -3.4156 3.9816
54 H -3.6571 2.7123 2.8505
55 H -3.8549 -1.4093 2.7379
56 H -1.2812 4.4726 -0.2518
57 H -2.6686 -5.0214 4.9440
58 N -2.3659 -1.7214 4.1840
59 H -3.6415 -1.4829 -2.2999
60 H 5.8721 -0.4771 0.3086
61 N 4.5283 1.6794 -2.0841
62 O 2.4979 -2.0429 4.9259
63 H -3.7542 -3.3242 -1.1254
64 H -4.2791 0.7549 -0.7117
65 C 5.0694 2.9623 -1.6796
66 H -0.7146 0.3778 -4.7224
67 H 4.7088 -0.4024 -1.9680
68 H -2.7083 -2.0050 0.7950
69 H -4.4947 -1.7334 4.3745
70 C -3.2478 2.3185 -0.4567
71 H 0.0952 3.7636 -2.2156
72 O 6.9125 4.4181 -1.9902
73 H -4.0889 -4.3571 0.3169
74 O 1.9863 -0.3875 3.6109
75 H -2.6387 -3.4880 3.1260
76 C 3.2425 -0.9581 0.5042
77 C -3.9421 -0.8147 -3.1074
78 C -2.1561 -3.1967 4.0614
79 C -3.7067 -1.2374 3.8072
80 H 0.2467 -3.7686 -2.1253
81 C -2.7557 -3.9707 5.2531
82 H 2.2094 -0.7873 0.7842
83 C -0.1748 0.0393 -1.7399
84 H -2.7373 1.8741 -4.8947
85 O 1.8571 -0.4168 -5.2061
86 C -2.7929 2.2896 3.3562
87 H -3.9513 -4.1465 7.6682
88 C 6.3285 3.2506 -2.5172
89 H 3.5740 0.4734 -4.2761
90 H -4.7560 -5.2607 6.5419
91 H -5.5819 -3.7862 6.8844
92 O 0.0196 1.1142 2.2410
93 H -2.3387 1.6962 -6.6243
94 H 5.3346 3.0778 -0.6204
95 H -1.8580 2.7227 3.0064
96 H 6.0086 3.3746 -3.5579
97 C 5.2284 0.3361 -0.0468
98 H -4.7831 0.5390 3.7342
99 H 0.2998 5.1046 -0.3649
100 H 1.7705 -5.5299 -1.2514
101 O -2.7611 0.8669 3.2088
102 H 0.5496 -3.2157 -0.3884
103 H -3.2186 2.8441 0.5012
104 H 5.7184 1.2347 0.3479
105 C 0.5468 1.2802 -1.3243
106 O 3.9312 0.2847 0.4753
107 O 1.1685 2.0187 -2.1175
108 H 4.3785 3.7517 -1.9730

Values from the calculation:
⟨S²⟩ ... 0.7522
2S+1 ... 2
Kohn-Sham gap (alpha / beta) ... 7.2 / 5.7 eV
Max |F| ... 4.38 eV/A

Atom charges from the Löwdin analysis, given in e for atoms 1 to 8: number 1, O, carries -0.201; number 2, H, carries 0.115; number 3, O, carries -0.135; number 4, H, carries 0.069; number 5, C, carries -0.322; number 6, O, carries -0.107; number 7, H, carries 0.064; number 8, O, carries 0.032

=====

[4]
C25H60FN4O9P2S7 | ωB97M-V with the def2-TZVPD basis set

CARTESIAN COORDINATES (ANGSTROEM)
1 H 0.7605 1.1445 3.7403
2 H 3.9896 1.4864 3.3542
3 S -7.1446 -0.9594 -4.6700
4 C -7.1869 -2.6194 -3.9837
5 H 7.5625 0.4530 2.5739
6 H -1.8472 2.1936 1.5944
7 H -4.4785 -1.5760 -1.2059
8 S -6.2162 -1.1118 -11.3922
9 F 1.2465 -3.5839 -0.3135
10 C -6.6973 -1.1118 -9.6642
11 H 0.1919 -1.7848 4.2263
12 H -8.4113 0.8144 -3.7508
13 C 7.6183 1.4713 2.9610
14 C -8.3183 -0.2442 -3.5176
15 C 1.6951 -1.6618 1.5672
16 H 9.2118 3.5229 6.2256
17 H -7.1561 -0.1471 -9.4463
18 H -4.1721 2.2686 -1.1205
19 O 6.2163 0.6483 5.0580
20 C -2.0904 -2.3053 -0.2455
21 O 5.9780 4.4849 2.8065
22 C 6.0970 7.1343 2.7815
23 H -5.0411 -2.9219 -12.3738
24 H -4.0875 1.8680 -6.8532
25 O -5.1169 -0.1188 -11.5242
26 O 10.4001 2.9680 3.6165
27 H 9.7126 5.6637 3.1238
28 H 4.6505 4.9926 5.3645
29 C -3.2100 -0.5519 1.1131
30 H 5.1414 7.1462 2.2574
31 H -7.4153 -1.9103 -9.4756
32 H -6.8977 -2.5910 -2.9321
33 H -1.5621 -4.8591 6.9529
34 O -5.8024 -0.3902 -4.3417
35 C -0.9953 -3.0800 -0.6266
36 N 2.6935 -1.5058 3.8288
37 H -8.1896 -3.0326 -4.0884
38 C -0.2197 -7.7134 5.1060
39 H 6.9115 7.1600 2.0605
40 C -5.5961 3.3738 -8.7240
41 C -5.0404 1.3760 -7.0506
42 H 6.1757 7.9894 3.4527
43 H -6.4832 -3.2347 -4.5409
44 C 4.9548 1.4021 2.8571
45 H -4.6579 -2.7683 -10.6410
46 N 0.4584 -2.5185 3.5866
47 C -1.1907 -5.8668 6.7790
48 H 3.3143 -2.1107 4.3549
49 S 6.2458 5.6162 3.7306
50 O -7.5575 1.9065 -7.6977
51 H 0.6368 -7.7426 5.7790
52 H 10.8409 6.4417 4.2802
53 H 8.4853 4.5394 4.9528
54 H 7.5854 2.1970 2.1494
55 H 0.3396 -3.4430 4.0160
56 H -4.9669 0.7651 -7.9510
57 C 10.6874 5.5970 3.6084
58 H 5.0840 0.3849 2.4862
59 C -3.8386 1.4260 -0.5599
60 C 0.3378 -1.8203 0.9451
61 H -6.2123 -3.4930 -11.1618
62 N -0.7382 -1.0691 1.2824
63 S 10.7888 4.0640 4.5429
64 C 4.7696 5.8636 4.7227
65 N 2.4075 -3.6307 2.9330
66 H 4.8911 6.7563 5.3360
67 H -1.9480 -6.5910 7.0777
68 S 6.2354 1.7625 4.0652
69 H 5.0117 2.1219 2.0413
70 H 11.4724 5.5822 2.8555
71 C -0.9010 1.7130 1.3384
72 H 1.9590 -4.2012 2.2236
73 O 0.3008 -5.1546 4.7095
74 C 1.7799 -2.3129 3.0278
75 H 0.0891 -8.0044 4.1044
76 H -1.1040 -3.8660 -1.3635
77 H 9.5478 5.2700 6.2000
78 H 2.1550 -0.9986 4.5172
79 C 0.2001 -2.8295 -0.0011
80 H -4.0271 -1.2811 1.1163
81 H -7.9531 -0.3694 -2.4978
82 H -6.2617 4.1673 -9.0577
83 H -9.2852 -0.7314 -3.6395
84 H 2.0570 -0.6359 1.5645
85 P -0.7669 0.2813 2.5001
86 H -4.6249 3.7954 -8.4657
87 C -5.4551 -2.7410 -11.3842
88 H 2.4004 -2.2292 0.9703
89 H -5.3065 0.7500 -6.1998
90 H -0.9578 1.4244 0.2911
91 H -3.3145 -3.1120 -2.4008
92 C -3.5838 0.4754 0.1243
93 P -3.6606 -2.7131 -1.0914
94 H -0.1095 2.4350 1.5358
95 H -3.1822 -0.1513 2.1248
96 C 9.3620 4.3895 5.5842
97 C -1.9561 -1.3186 0.7128
98 O 0.7537 0.4519 3.0661
99 H -0.2695 -6.0225 7.3401
100 H 8.5389 1.6052 3.5256
101 S -6.3215 2.6173 -7.2642
102 H -1.0053 -8.3828 5.4553
103 H -5.4904 2.6252 -9.5105
104 H -5.8116 -1.2449 -9.0414
105 O -4.3410 -3.8521 -0.4294
106 H 3.3712 -3.5149 2.6342
107 S -0.8632 -6.0423 5.0236
108 H 3.9031 5.9643 4.0686

Values from the calculation:
Charge ... +1
Kohn-Sham gap ... 5.9 eV
Max |F| ... 1.80 eV/A

Atom charges from the Löwdin analysis, given in e for atoms 1 to 8: number 1, H, carries 0.087; number 2, H, carries 0.031; number 3, S, carries 0.812; number 4, C, carries -0.265; number 5, H, carries 0.059; number 6, H, carries 0.040; number 7, H, carries 0.024; number 8, S, carries 0.805